## a
C6H12IrN2OP as an isolated structure, computed with ωB97M-V with the def2-TZVPD basis set.

CARTESIAN COORDINATES (ANGSTROEM)
C -0.28 -0.23 -2.16
C 0.19 -1.45 -2.81
C -0.71 -2.44 -2.33
C -1.95 -1.88 -1.91
C -1.66 -0.55 -1.59
Ir 0.41 1.69 0.29
P 0.24 3.51 -0.68
H 0.24 0.71 -2.09
H 1.21 -1.61 -3.21
H -0.57 -3.52 -2.58
H -2.29 0.16 -0.99
H -2.89 -2.45 -1.74
H -1.11 4.06 -0.69
H 0.98 4.03 -1.80
H 0.71 4.42 0.37
N -0.13 -0.75 3.48
C 0.80 -0.33 2.60
N 2.11 -0.58 2.85
O 0.44 0.29 1.57
H 0.08 -1.38 4.26
H -1.05 -0.40 3.34
H 2.77 -0.11 2.24
H 2.46 -1.19 3.56

Output
expectation value of S²	6.03
LUMO level (alpha / beta)	0.2 / -1.4	eV
2S+1	5


## b
C6H12IrN2OP as an isolated structure, computed with ωB97M-V with the def2-TZVPD basis set.

CARTESIAN COORDINATES (ANGSTROEM)
C -0.34 0.38 -2.21
C -1.13 1.58 -2.37
C -0.26 2.60 -1.88
C 1.09 2.23 -2.15
C 1.09 0.80 -2.13
Ir -0.15 -1.81 0.48
P -0.17 -3.42 -0.79
H -0.72 -0.64 -2.13
H -2.21 1.63 -2.59
H -0.61 3.65 -1.68
H 1.91 0.10 -1.90
H 1.96 2.88 -2.22
H 1.01 -3.60 -1.66
H -1.13 -3.61 -1.87
H -0.29 -4.62 -0.07
N 1.12 0.53 3.27
C 0.01 0.08 2.66
N -1.16 0.13 3.38
O 0.01 -0.29 1.47
H 1.07 0.85 4.25
H 2.01 0.34 2.83
H -1.97 -0.31 2.96
H -1.14 0.51 4.33

Output
expectation value of S²	6.03
LUMO level (alpha / beta)	0.4 / -1.6	eV
2S+1	5


Best to worst by energy: a, b.


## a
An isolated ion of composition C22H32N3O2 and charge +1, computed with ωB97M-V with the def2-TZVPD basis set.

CARTESIAN COORDINATES (ANGSTROEM)
C 0.37 6.43 -1.41
H -0.64 6.61 -1.78
H 0.33 6.39 -0.33
H 0.99 7.28 -1.69
C 0.93 5.14 -2.01
C 0.02 3.98 -1.63
C -0.18 3.68 -0.29
C -1.01 2.65 0.12
C -1.67 1.88 -0.83
C -1.47 2.16 -2.18
C -0.64 3.19 -2.57
H -0.53 3.38 -3.62
H -1.99 1.56 -2.91
O -2.52 0.82 -0.56
C -2.81 0.48 0.77
C -1.71 -0.46 1.29
O -1.61 -1.56 0.39
H -1.74 -1.21 -0.51
C -2.02 -0.99 2.70
N -1.15 -2.00 3.23
C 0.23 -1.68 3.47
C 1.14 -1.93 2.24
N 0.48 -2.90 1.33
H -0.33 -2.38 0.84
C 1.35 -3.33 0.24
N 1.07 -2.72 -0.90
C 1.80 -3.02 -1.96
C 2.84 -3.94 -1.92
C 3.12 -4.57 -0.72
C 2.36 -4.25 0.41
H 2.56 -4.73 1.35
H 3.92 -5.29 -0.65
H 3.41 -4.16 -2.81
H 1.53 -2.50 -2.87
C -0.15 -3.98 2.11
C -1.36 -3.38 2.85
H -1.55 -3.98 3.75
H -2.25 -3.44 2.22
H 0.58 -4.38 2.81
H -0.47 -4.77 1.44
H 2.10 -2.35 2.55
H 1.33 -1.02 1.67
H 0.58 -2.31 4.30
H 0.31 -0.64 3.78
H -3.04 -1.40 2.71
H -2.01 -0.14 3.39
H -0.75 0.09 1.29
H -2.92 1.36 1.41
H -3.75 -0.06 0.73
H -1.13 2.47 1.18
H 0.30 4.26 0.48
C 1.04 5.32 -3.53
H 1.46 4.44 -4.00
H 0.08 5.54 -3.97
H 1.71 6.16 -3.74
C 2.34 4.87 -1.45
H 2.74 3.95 -1.86
H 2.33 4.80 -0.37
H 3.01 5.69 -1.73

Output
LUMO level	-2.4	eV
SMILES string	CC(C)(C)c1ccc(OC[C@H](O)CN2CC[NH+](c3ccccn3)CC2)cc1
net charge	+1


## b
An isolated ion of composition C22H32N3O2 and charge +1, computed with ωB97M-V with the def2-TZVPD basis set.

CARTESIAN COORDINATES (ANGSTROEM)
C 6.02 2.98 1.33
H 5.54 3.57 2.10
C 4.99 2.27 0.46
C 4.07 3.28 -0.23
H 4.66 3.93 -0.87
H 3.58 3.90 0.52
C 3.00 2.60 -1.10
N 2.08 1.84 -0.30
C 1.90 0.53 -0.20
O 1.09 0.08 0.63
C 2.72 -0.38 -1.13
N 2.53 -1.80 -1.02
C 2.85 -2.45 0.24
C 1.62 -3.18 0.82
N 0.41 -2.43 0.45
C 0.15 -2.56 -0.99
C 1.50 -2.46 -1.76
H 1.34 -1.95 -2.71
H 1.86 -3.47 -1.98
H -0.33 -3.52 -1.19
H -0.53 -1.76 -1.29
C -0.77 -2.78 1.27
C -1.98 -1.97 0.87
C -2.02 -0.62 1.13
C -3.13 0.15 0.76
C -3.20 1.54 1.01
C -4.29 2.26 0.65
C -5.39 1.64 0.00
C -5.35 0.29 -0.27
C -4.23 -0.47 0.10
C -4.16 -1.86 -0.15
C -3.06 -2.59 0.22
H -3.03 -3.65 0.02
H -4.99 -2.34 -0.64
H -6.17 -0.21 -0.76
O -6.41 2.47 -0.31
C -7.56 1.94 -0.93
H -8.04 1.18 -0.31
H -8.24 2.78 -1.06
H -7.32 1.51 -1.91
H -4.37 3.32 0.84
H -2.37 2.02 1.51
H -1.20 -0.13 1.63
H -0.97 -3.85 1.15
H -0.52 -2.58 2.32
H 1.55 -4.19 0.44
H 1.70 -3.22 1.91
H 3.21 -1.70 0.95
H 3.65 -3.18 0.08
H 0.65 -1.38 0.60
H 2.50 -0.09 -2.16
H 3.77 -0.16 -0.94
H 1.54 2.39 0.36
H 2.43 3.37 -1.64
H 3.48 1.95 -1.84
H 5.50 1.67 -0.29
H 4.39 1.60 1.09
H 6.67 2.25 1.81
H 6.64 3.64 0.72

Output
LUMO level	-2.0	eV
SMILES string	CCCCNC(=O)CN1CC[NH+](Cc2ccc3cc(OC)ccc3c2)CC1
net charge	+1


Best to worst by energy: b, a.


## a
C2H7OPS as an isolated structure, computed with ωB97M-V with the def2-TZVPD basis set.

CARTESIAN COORDINATES (ANGSTROEM)
C 1.75 -0.17 0.01
C -1.09 -0.56 0.39
O -0.25 1.85 -0.22
P 0.12 0.51 -0.57
S -2.83 -0.46 0.09
H 2.60 0.41 -0.14
H 1.59 -0.19 1.08
H 2.08 -1.12 -0.29
H -0.71 -1.55 0.58
H -0.51 0.20 1.44
H 0.14 0.29 -1.91
H -2.90 0.79 -0.46

Output
LUMO level	0.8	eV


## b
One molecule with the formula C2H7OPS, computed with ωB97M-V with the def2-TZVPD basis set.

CARTESIAN COORDINATES (ANGSTROEM)
C 1.95 0.07 0.08
C -1.53 0.61 0.50
O 0.88 -0.89 0.11
P -0.60 -0.63 -0.45
S -1.44 -2.46 -0.91
H 1.80 0.55 -0.88
H 2.95 -0.38 -0.03
H 1.89 0.66 0.95
H -2.13 0.09 1.36
H -0.99 1.44 1.05
H -2.36 0.93 -0.12
H -0.42 0.01 -1.66

Output
LUMO level	0.7	eV
SMILES string	CO[P@H](C)=S


Best to worst by energy: b, a.